# 1
Here is an isolated molecule of C4H11ClSi in a non-equilibrium geometry from the Open Molecules 2025 dataset. Energies are from ωB97M-V/def2-TZVPD.

Each line ends with the natural charge from an NBO analysis.
Atoms and positions in Å:
Cl: 2.7489 0.6058 -0.3488  -0.416
C: -1.6570 1.3630 0.0113  -0.604
C: 0.8905 -1.7307 -1.0104  -1.154
C: 0.5433 -0.4177 1.7461  -1.123
C: -0.5520 1.0116 -0.9419  -0.830
Si: 0.7971 -0.1238 -0.0996  1.585
H: -2.1327 0.4829 0.5069  0.198
H: -1.2639 1.9315 0.8066  0.203
H: -2.4995 1.9237 -0.4391  0.212
H: 1.9012 -2.1778 -1.0177  0.256
H: 0.1315 -2.3477 -0.4553  0.234
H: 0.5867 -1.6460 -2.0875  0.245
H: 0.1509 0.5527 2.1535  0.239
H: 1.4266 -0.7054 2.2605  0.252
H: -0.1764 -1.1737 1.9794  0.241
H: -0.8574 0.5590 -1.8655  0.230
H: -0.0375 1.8926 -1.1984  0.232

Results
SMILES ... CC[Si](C)(C)Cl
F_max ... 0.0421 hartree/bohr
Energy above the lowest of the compared OMol25 structures with the same formula, charge and spin ... 8.4 kcal per mole


# 2
Here is a structure of composition C22H22BrNO4PSSe2W in a non-equilibrium geometry from the Open Molecules 2025 dataset. Energies are from ωB97M-V/def2-TZVPD.

Each line ends with the natural charge from an NBO analysis.
Atoms and positions in Å:
W: -0.5190 0.0547 0.2752  0.896
C: 0.1882 -6.8937 4.6117  -0.627
C: -0.0606 -5.4679 4.2023  -0.009
C: 0.5563 -4.4195 4.8822  -0.222
C: 0.3495 -3.1055 4.5003  -0.166
C: -0.4681 -2.8306 3.4129  -0.350
C: -1.0999 -3.8552 2.7279  -0.119
C: -0.8953 -5.1666 3.1318  -0.225
S: -0.6906 -1.1372 2.9278  2.345
O: -1.7010 -1.1751 1.8382  -0.898
O: -0.9390 -0.4334 4.1502  -0.915
N: 0.5300 -0.6732 2.0597  -0.925
C: 1.6130 0.1569 2.5158  -0.351
C: 2.2515 0.6776 1.2353  0.806
O: 3.3674 1.1396 1.1988  -0.612
O: 1.4734 0.5471 0.1808  -0.740
H: 0.2064 -6.9953 5.6975  0.214
H: 1.1513 -7.2431 4.2332  0.220
H: -0.5827 -7.5569 4.2205  0.214
H: 1.1982 -4.6356 5.7285  0.207
H: 0.8083 -2.2933 5.0494  0.230
H: -1.7461 -3.6184 1.8942  0.245
H: -1.3947 -5.9694 2.6022  0.207
H: 2.3634 -0.3848 3.0930  0.213
H: 1.2532 1.0202 3.0917  0.234
Se: -0.0661 0.0014 -2.2353  -0.176
P: -0.0810 2.1589 -1.7905  0.735
Se: -1.2207 1.8613 1.6483  -0.207
C: -1.5226 2.8163 -2.6946  -0.252
C: -2.5796 3.3224 -1.9442  -0.216
C: -3.7160 3.8101 -2.5774  -0.205
C: -3.7976 3.7989 -3.9611  -0.215
C: -2.7450 3.2919 -4.7148  -0.224
C: -1.6144 2.7988 -4.0850  -0.220
C: 1.3334 2.8552 -2.7154  -0.239
C: 1.2716 4.1523 -3.2271  -0.247
C: 2.3748 4.7113 -3.8522  -0.207
C: 3.5589 3.9915 -3.9561  -0.229
C: 3.6334 2.7135 -3.4238  -0.208
C: 2.5281 2.1470 -2.8026  -0.225
H: -2.5161 3.3090 -0.8624  0.241
H: -4.5391 4.1904 -1.9858  0.208
H: -4.6836 4.1770 -4.4565  0.203
H: -2.8119 3.2729 -5.7960  0.204
H: -0.7993 2.3915 -4.6717  0.217
H: 0.3539 4.7226 -3.1495  0.218
H: 2.3105 5.7139 -4.2574  0.202
H: 4.4211 4.4290 -4.4442  0.202
H: 4.5568 2.1512 -3.4848  0.208
H: 2.5866 1.1547 -2.3738  0.244
Br: -2.9551 -0.2173 -0.6281  -0.330
C: -0.1754 -2.0945 -0.1874  -0.979
H: -1.0223 -2.4956 -0.7480  0.219
H: -0.0300 -2.6983 0.7031  0.195
H: 0.7334 -2.1785 -0.7865  0.212

Results
Net charge ... -1
F_max ... 0.0282 hartree/bohr
Energy above the lowest of the compared OMol25 structures with the same formula, charge and spin ... 18.0 kcal per mole


# 3
Here is a cluster of 7 separate species, C2H16O6 in total in a non-equilibrium geometry from the Open Molecules 2025 dataset. Energies are from ωB97M-V/def2-TZVPD.

Each line ends with the natural charge from an NBO analysis.
Atoms and positions in Å:
C: 3.0707 0.2267 0.3990  -0.365
C: 2.4623 1.2076 1.0745  -0.428
H: 4.0661 0.4395 0.0235  0.188
H: 2.5286 -0.5655 -0.1070  0.214
H: 3.0724 2.0843 1.2810  0.185
H: 1.6089 1.0691 1.7216  0.201
H: -3.5057 -0.5990 0.8602  0.481
H: -2.7810 0.2467 -0.2188  0.516
O: -2.6403 -0.4455 0.4673  -0.998
H: 0.7061 1.2366 -1.2816  0.478
H: 0.8572 -0.2693 -1.5746  0.512
O: 0.4444 0.5535 -1.9114  -0.985
H: -1.1212 -1.3206 0.8686  0.504
H: -0.0551 -0.9702 1.8395  0.500
O: -0.2459 -1.6271 1.1571  -0.978
H: -1.2904 0.8520 -1.9473  0.519
H: -2.7872 0.9278 -2.4432  0.477
O: -2.2058 1.0993 -1.6954  -1.000
H: -1.6227 1.0739 1.4597  0.493
H: -0.4003 1.9719 1.7270  0.473
O: -0.7797 1.1134 1.9338  -0.969
H: 0.4916 -1.8405 -0.3008  0.507
H: 0.6252 -2.7291 -1.5670  0.478
O: 1.0596 -2.0062 -1.1009  -1.001

Results
SMILES ... C=C.O.O.O.O.O.O
F_max ... 0.0354 hartree/bohr
Energy above the lowest of the compared OMol25 structures with the same formula, charge and spin ... 18.0 kcal per mole


Which value of F_max does entry 1 give? 0.0421 hartree/bohr